Here is a 2-piece molecular cluster, C2H6BrClOSi overall in a non-equilibrium geometry from the Open Molecules 2025 dataset. Energies are from ωB97M-V/def2-TZVPD.

Results
HOMO-LUMO gap (spin up / spin down): 7.83 / 8.13 eV
energy relative to the best compared isomer or geometry (same formula, charge and spin): 4.081 eV

XYZ file:
```
12
Properties=species:S:1:pos:R:3:nbo_charge:R:1
C 1.450 -0.145 1.150 -0.226
C -1.280 1.818 -1.036 -0.567
O 0.382 -0.967 0.865 -0.934
Si -0.640 -1.419 -0.287 1.322
Cl -2.032 -2.558 0.550 -0.370
Br 0.443 -2.664 -1.668 -0.315
H 1.306 0.780 1.600 0.182
H 1.871 0.285 0.136 0.167
H 2.248 -0.792 1.799 0.192
H -1.744 1.900 -0.029 0.189
H -0.243 2.177 -1.092 0.170
H -1.762 1.584 -1.990 0.190
```